# 1
Density functional theory data (ωB97M-V/def2-TZVPD) for a structure of composition C28H39AsCsI2N2OSSi3.

Results
HOMO ... -0.139 hartree
ΔE to the lowest compared entry with this formula, charge and spin ... 0.0 kcal per mole
Total charge ... -1

XYZ file:
```
78
Properties=species:S:1:pos:R:3:lowdin_charge:R:1
Cs 0.94 0.19 2.39 0.8280
C -0.59 -3.30 1.58 -0.0678
C -0.70 -3.45 3.07 -0.3490
C -0.77 -4.74 3.65 -0.0394
C -0.84 -4.85 5.01 -0.0288
C -0.87 -3.68 5.81 -0.1784
C -0.96 -3.76 7.22 -0.0865
C -1.00 -2.59 7.93 -0.1126
C -0.96 -1.34 7.30 -0.1545
C -0.87 -1.19 5.91 -0.7162
S -0.87 0.39 5.20 0.3094
C -0.81 -2.42 5.15 -0.2335
N -0.71 -2.36 3.79 0.0933
H -0.93 -4.20 1.06 0.0609
H 0.45 -3.12 1.27 0.0702
H -1.18 -2.45 1.24 0.0574
H -0.76 -5.62 3.02 0.1008
H -0.89 -5.82 5.49 0.1085
H -1.00 -4.72 7.70 0.0939
H -1.07 -2.63 9.01 0.0927
H -1.01 -0.44 7.89 0.0809
I 5.55 2.49 -0.25 0.8675
C 3.84 3.60 0.19 -0.6529
C 3.87 4.98 -0.05 -0.2631
C 2.78 5.76 0.22 -0.6836
I 2.90 7.81 -0.20 0.8335
C 1.61 5.18 0.78 -0.2180
C 0.45 5.91 1.12 -0.0613
C -0.63 5.28 1.67 -0.0575
C -0.56 3.89 1.87 -0.1551
N 0.49 3.18 1.56 0.0542
C 1.58 3.78 1.03 -0.1647
C 2.73 2.91 0.72 -0.5293
O 2.68 1.66 0.89 -0.3515
H 4.76 5.42 -0.47 0.0670
H 0.42 6.98 0.94 0.0487
H -1.52 5.83 1.94 0.1001
H -1.39 3.35 2.31 0.1098
C -1.16 -2.06 -4.75 -0.2145
Si -0.53 -2.46 -3.03 0.2296
C -1.79 -3.60 -2.23 -0.2171
C 1.09 -3.41 -3.15 -0.2253
As -0.17 -0.67 -1.54 0.8103
Si -1.97 0.70 -2.20 0.2454
C -3.55 -0.32 -2.08 -0.2259
C -2.08 2.13 -0.99 -0.2169
C -1.85 1.37 -3.95 -0.2099
Si 1.56 0.47 -2.69 0.2625
C 1.54 0.28 -4.57 -0.2148
C 1.44 2.30 -2.32 -0.1911
C 3.15 -0.24 -2.01 -0.2301
H -1.25 -2.98 -5.32 0.0326
H -0.50 -1.38 -5.29 0.0072
H -2.16 -1.60 -4.70 0.0125
H -1.90 -4.52 -2.81 0.0314
H -2.77 -3.13 -2.14 0.0136
H -1.46 -3.87 -1.22 0.0055
H 0.96 -4.34 -3.71 0.0286
H 1.44 -3.67 -2.15 0.0284
H 1.88 -2.84 -3.64 0.0099
H -3.66 -0.74 -1.08 0.0331
H -3.55 -1.14 -2.80 0.0030
H -4.43 0.31 -2.28 0.0304
H -2.09 1.75 0.04 0.0275
H -2.99 2.70 -1.15 0.0346
H -1.23 2.80 -1.09 0.0162
H -1.86 0.58 -4.70 0.0078
H -0.94 1.95 -4.08 0.0004
H -2.70 2.04 -4.15 0.0346
H 0.61 0.64 -5.00 0.0035
H 1.70 -0.76 -4.89 0.0137
H 2.36 0.88 -4.98 0.0344
H 0.68 2.80 -2.93 0.0211
H 2.40 2.79 -2.52 0.0457
H 1.20 2.47 -1.28 0.0086
H 3.15 -1.33 -2.09 0.0141
H 3.25 0.04 -0.96 0.0021
H 4.02 0.15 -2.55 0.0239
```



# 2
Density functional theory data (ωB97M-V/def2-TZVPD) for the ion C8H15N6O with charge +1.

Results
HOMO ... -0.441 hartree
ΔE to the lowest compared entry with this formula, charge and spin ... 62.6 kcal per mole
Total charge ... +1

XYZ file:
```
30
Properties=species:S:1:pos:R:3:lowdin_charge:R:1
C 0.80 0.66 2.44 0.0124
C 0.46 -0.50 1.81 -0.1713
C -0.27 -0.11 0.67 -0.2308
C -0.61 -1.63 -2.62 -0.3046
C 0.83 -1.90 2.28 -0.0131
C 0.22 -2.77 -1.98 -0.0271
C 0.50 3.12 2.04 0.0173
C -1.35 2.16 0.04 0.0153
N -0.45 1.24 0.72 -0.0066
N 0.17 0.45 -3.17 0.0197
N -0.26 0.63 -2.04 0.0219
N 0.31 1.70 1.77 -0.1049
N 0.14 -0.83 -3.57 0.0267
N -0.87 -0.56 -1.62 -0.0171
O -0.59 -0.98 -0.23 0.0591
H 1.44 0.72 3.38 0.1828
H -1.54 -1.99 -2.98 0.1265
H 0.75 -2.61 1.43 0.0772
H 1.78 -1.85 2.80 0.0699
H 0.10 -2.20 3.23 0.1509
H 0.40 -3.60 -2.76 0.1183
H -0.42 -3.32 -1.12 0.1290
H 0.95 -2.31 -1.42 0.0303
H -0.37 3.75 2.20 0.0901
H 1.27 3.24 2.83 0.1192
H 0.88 3.49 1.01 0.1295
H -1.91 2.74 0.79 0.1114
H -0.66 2.73 -0.58 0.0898
H -1.87 1.62 -0.77 0.0978
H 0.19 -1.10 -4.58 0.1805
```



# 3
Density functional theory data (ωB97M-V/def2-TZVPD) for an isolated molecule of C19H24N2O5S.

Results
HOMO ... -0.290 hartree
ΔE to the lowest compared entry with this formula, charge and spin ... 61.0 kcal per mole

XYZ file:
```
51
Properties=species:S:1:pos:R:3:lowdin_charge:R:1
C -8.61 -0.20 -1.16 -0.0875
H -8.32 0.31 -2.09 0.0960
O -7.63 -1.11 -0.74 -0.0801
C -6.39 -0.64 -0.43 -0.2725
C -6.00 0.69 -0.50 -0.0133
C -4.71 1.05 -0.16 -0.0095
C -3.79 0.09 0.25 -0.1529
C -4.18 -1.25 0.32 -0.0097
C -5.47 -1.61 -0.02 0.0067
H -5.79 -2.63 0.03 0.1193
H -3.46 -1.98 0.64 0.1146
C -2.44 0.46 0.60 -0.2831
N -1.50 -0.35 1.00 0.1852
C -0.40 0.44 1.22 -0.3193
C -0.73 1.74 0.92 -0.2328
O -2.03 1.75 0.54 0.1285
C 0.05 3.00 0.92 0.0093
H 0.72 3.02 0.07 0.0663
H 0.63 3.09 1.83 0.0893
H -0.63 3.85 0.85 0.0879
C 0.88 -0.15 1.66 -0.2290
H 0.79 -0.60 2.64 0.1007
H 1.69 0.58 1.65 0.0984
S 1.29 -1.56 0.53 0.9809
O 2.70 -1.89 0.83 -0.5511
C 1.37 -0.57 -1.04 -0.2040
C 2.27 0.65 -0.95 -0.5492
O 1.91 1.75 -1.34 0.0490
N 3.49 0.39 -0.45 0.0643
C 4.50 1.40 -0.29 -0.1085
H 4.37 2.15 -1.08 0.1311
H 4.41 1.90 0.68 0.1319
C 5.90 0.77 -0.38 -0.3135
H 6.64 1.58 -0.31 0.1474
C 6.11 -0.07 -1.64 -0.1237
H 6.68 0.46 -2.40 0.1142
H 5.14 -0.35 -2.07 0.1098
C 6.83 -1.31 -1.12 -0.1472
H 6.64 -2.21 -1.71 0.1113
C 6.28 -1.42 0.30 -0.1942
H 6.96 -1.91 1.00 0.1225
O 6.11 -0.08 0.74 -0.0980
H 5.32 -1.95 0.31 0.1063
H 7.91 -1.14 -1.09 0.1125
H 3.63 -0.49 0.05 0.0905
H 1.75 -1.26 -1.79 0.0997
H 0.36 -0.28 -1.29 0.0945
H -4.41 2.09 -0.22 0.1184
H -6.69 1.46 -0.82 0.1033
H -9.51 -0.79 -1.35 0.0933
H -8.83 0.55 -0.39 0.0960
```



# 4
Density functional theory data (ωB97M-V/def2-TZVPD) for a cluster of 7 separate species, C15H44O9S7 in total.

Results
HOMO ... -0.306 hartree

XYZ file:
```
75
Properties=species:S:1:pos:R:3:lowdin_charge:R:1
O 5.32 -0.56 -0.25 -0.2865
S 4.43 0.58 -0.19 0.5865
O 3.13 0.41 0.44 -0.3337
O 5.21 1.73 0.53 -0.2583
C 4.47 2.95 0.91 -0.2379
C 5.46 3.71 1.72 -0.0606
C 4.18 1.21 -1.80 -0.1211
H 3.61 2.63 1.46 0.0526
H 4.17 3.43 0.02 0.0998
H 6.16 4.19 0.92 0.1109
H 6.05 3.04 2.38 0.0893
H 5.01 4.54 2.31 0.0879
H 5.16 1.40 -2.20 0.0723
H 3.52 2.03 -1.78 0.0185
H 3.69 0.44 -2.47 0.1034
C -2.06 -4.67 -3.99 -0.2292
S -2.38 -2.92 -3.60 0.8235
O -1.15 -2.14 -4.00 -0.5624
C -3.79 -2.59 -4.73 -0.2396
H -1.68 -5.09 -3.04 0.0579
H -1.35 -4.57 -4.81 0.0561
H -2.87 -5.24 -4.31 0.0196
H -3.80 -3.33 -5.58 0.0668
H -3.77 -1.60 -5.12 0.0349
H -4.62 -2.71 -4.03 0.0304
C -5.29 -5.28 0.12 -0.2202
S -5.55 -3.59 0.84 0.8286
O -4.77 -3.55 2.12 -0.5759
C -4.52 -2.73 -0.38 -0.2920
H -5.53 -5.18 -0.91 0.0294
H -5.99 -5.92 0.61 0.0403
H -4.34 -5.61 0.37 0.0307
H -4.45 -1.65 -0.03 0.0772
H -5.06 -2.94 -1.33 0.0343
H -3.47 -3.17 -0.42 0.0559
C 1.80 6.31 -3.03 -0.2799
S 1.20 4.73 -2.51 0.8164
O 2.32 3.77 -2.55 -0.5505
C 1.08 5.17 -0.82 -0.2819
H 0.99 6.99 -2.76 0.0559
H 1.86 6.21 -4.10 0.0456
H 2.64 6.67 -2.46 0.0571
H 1.23 4.23 -0.27 0.0259
H 0.05 5.51 -0.63 0.0584
H 1.80 5.95 -0.53 0.0687
C -0.31 2.07 3.37 -0.2640
S 0.97 1.89 2.09 0.7998
O 1.59 3.14 1.64 -0.5416
C 1.94 0.93 3.15 -0.2790
H 0.04 2.69 4.24 0.0791
H -0.56 1.02 3.70 0.0277
H -1.15 2.56 2.81 0.0548
H 1.97 1.36 4.14 0.0674
H 2.89 0.69 2.74 0.0319
H 1.39 0.03 3.27 0.0406
C 0.19 -0.76 -1.57 -0.2481
S 0.27 -1.91 -0.18 0.8118
O -0.80 -2.96 -0.08 -0.5783
C 1.75 -2.75 -0.72 -0.2418
H 0.10 -1.19 -2.57 0.0220
H 1.06 -0.16 -1.41 0.0293
H -0.74 -0.21 -1.39 0.0521
H 1.73 -3.76 -0.33 0.0519
H 2.57 -2.25 -0.12 0.0613
H 1.82 -2.71 -1.78 0.0391
C -2.10 -1.72 2.73 -0.2714
S -1.99 -1.64 4.51 0.8247
O -0.65 -1.06 4.86 -0.5620
C -3.25 -0.43 4.87 -0.2700
H -3.09 -2.11 2.40 0.0297
H -1.32 -2.35 2.35 0.0222
H -1.99 -0.75 2.25 0.0541
H -4.31 -0.70 4.74 0.0692
H -3.02 0.47 4.29 0.0461
H -3.14 -0.26 5.92 0.0362
```



What DFT total energy values result from the calculations? In sequence: -5393.3448; -717.1618; -1622.3024; -4062.1262 hartree.
What gap between HOMO and LUMO values result from the calculations? In sequence: 5.76; 9.39; 8.59; 8.56 eV.
What max |F| values result from the calculations? In sequence: 0.5; 5.2; 1.3; 3.0 eV/A.